{"formula": "C21H25N3O3", "method": "ωB97M-V/def2-TZVPD", "species": ["C", "C", "O", "C", "C", "C", "C", "C", "C", "O", "N", "C", "C", "C", "C", "C", "C", "C", "C", "C", "C", "N", "N", "C", "C", "O", "C", "H", "H", "H", "H", "H", "H", "H", "H", "H", "H", "H", "H", "H", "H", "H", "H", "H", "H", "H", "H", "H", "H", "H", "H", "H"], "xyz": [[3.15747, 2.76592, 1.02440], [4.29594, 2.12972, 0.24016], [3.86140, 1.49015, -0.96677], [3.18087, 0.33150, -0.79979], [1.82785, 0.05074, -0.58913], [0.64684, 0.80328, -0.47060], [-0.52738, 0.13734, -0.26813], [-0.57693, -1.27844, -0.19143], [-1.87462, -1.98727, 0.01319], [-2.13932, -3.04723, -0.52057], [-2.72289, -1.36982, 0.87151], [-4.07029, -1.84019, 1.10915], [-5.08752, -0.87518, 0.55886], [-6.06747, -0.31588, 1.36475], [-6.98111, 0.58235, 0.84087], [-6.93140, 0.94981, -0.49646], [-7.92819, 1.90870, -1.07324], [-5.94388, 0.39038, -1.30047], [-5.03507, -0.51055, -0.78192], [0.55509, -2.03938, -0.34823], [1.77762, -1.38108, -0.54313], [2.99613, -1.90119, -0.71887], [3.81055, -0.86400, -0.86884], [5.20873, -1.09463, -1.11194], [5.93451, -1.53748, 0.17208], [6.23580, -0.47790, 1.04737], [7.40899, 0.22988, 0.72275], [2.46566, 2.00538, 1.37909], [3.56392, 3.29530, 1.88202], [2.61615, 3.47140, 0.39859], [4.99579, 2.89517, -0.10404], [4.82646, 1.40557, 0.86927], [0.67426, 1.87932, -0.55354], [-1.44916, 0.69927, -0.20583], [-2.46119, -0.48865, 1.28290], [-4.14345, -2.80590, 0.59833], [-4.22617, -1.99122, 2.18263], [-6.12164, -0.58704, 2.40993], [-7.74085, 1.00565, 1.48275], [-8.40853, 2.49032, -0.29013], [-8.70130, 1.36149, -1.61355], [-7.44913, 2.58829, -1.77519], [-5.89117, 0.66378, -2.34478], [-4.27559, -0.94314, -1.41728], [0.50308, -3.11560, -0.32234], [5.63812, -0.17106, -1.50661], [5.29073, -1.89035, -1.85555], [5.27551, -2.21269, 0.72447], [6.85214, -2.07576, -0.10002], [7.32616, 0.75161, -0.23718], [7.55460, 0.96202, 1.51461], [8.27386, -0.44269, 0.68591]], "nbo_charge": [-0.6416, -0.0683, -0.5103, 0.4518, -0.2072, -0.1801, -0.2290, -0.1443, 0.6654, -0.6245, -0.6085, -0.2680, 0.0377, -0.2226, -0.2166, -0.0212, -0.6258, -0.1985, -0.2283, -0.1665, 0.1736, -0.3084, -0.1439, -0.2530, -0.0712, -0.5400, -0.2544, 0.2186, 0.2194, 0.2101, 0.1860, 0.1944, 0.2175, 0.2113, 0.3971, 0.2486, 0.1968, 0.2054, 0.2072, 0.2141, 0.2206, 0.2167, 0.2078, 0.2203, 0.2388, 0.2261, 0.2289, 0.2139, 0.1708, 0.1634, 0.1978, 0.1721], "smiles": "CCOc1c2ccc(C(=O)NCc3ccc(C)cc3)cc2nn1CCOC", "charge": 0}


{"formula": "C20H26F5N2O5PReS", "method": "ωB97M-V/def2-TZVPD", "species": ["Re", "O", "C", "O", "C", "O", "C", "C", "O", "O", "H", "H", "H", "H", "H", "F", "C", "C", "F", "C", "F", "C", "S", "C", "F", "C", "F", "C", "N", "C", "C", "N", "C", "H", "H", "H", "H", "H", "H", "C", "C", "P", "C", "C", "C", "C", "H", "H", "H", "H", "H", "H", "H", "H", "H", "H", "H", "H", "H", "H", "H"], "xyz": [[-0.53515, -0.08528, -0.27423], [-3.11727, -0.89951, -3.49096], [-2.51749, -0.50884, -2.41302], [-1.39310, -0.89048, -2.08081], [-3.28194, 0.50209, -1.59814], [-2.68031, 0.62314, -0.31116], [-3.36874, -0.03548, 0.78298], [-2.75927, -1.40560, 1.06444], [-3.28697, -2.18829, 1.79326], [-1.56686, -1.60811, 0.48888], [-2.56844, -1.51589, -4.01038], [-4.33420, 0.22815, -1.52965], [-3.20618, 1.46679, -2.10659], [-4.43330, -0.11180, 0.57389], [-3.22708, 0.60859, 1.65092], [-2.43750, 6.69104, -1.57588], [-1.82329, 5.53176, -1.54084], [-1.90475, 4.74202, -0.39804], [-2.59110, 5.16192, 0.65227], [-1.26110, 3.52249, -0.37068], [-1.33459, 2.79685, 0.75608], [-0.52729, 3.04963, -1.45720], [0.37759, 1.53665, -1.50198], [-0.45547, 3.86992, -2.58803], [0.23110, 3.46613, -3.64838], [-1.09584, 5.09552, -2.64131], [-1.02357, 5.84252, -3.72488], [0.26342, -0.25879, 5.19240], [0.34014, 0.25629, 3.82152], [1.03126, 1.37209, 3.41563], [0.86684, 1.46573, 2.07408], [0.06908, 0.41420, 1.65375], [-0.21627, -0.30044, 2.75013], [0.16215, 0.58022, 5.87474], [1.16502, -0.82034, 5.42474], [-0.60914, -0.89989, 5.27876], [1.56305, 1.99975, 4.10941], [1.23210, 2.21129, 1.39101], [-0.79633, -1.20899, 2.77486], [0.66523, -3.98519, 0.41520], [1.59818, -2.80204, 0.67795], [1.45197, -1.43664, -0.51468], [1.47663, -2.17265, -2.17818], [2.72990, -2.98062, -2.51303], [2.94866, -0.39388, -0.33946], [4.23280, -1.10313, 0.09047], [0.81331, -4.73914, 1.18675], [0.88895, -4.45734, -0.54131], [-0.38225, -3.69351, 0.42298], [2.63973, -3.12879, 0.65475], [1.43429, -2.37938, 1.67338], [1.34357, -1.34817, -2.88396], [0.57942, -2.79197, -2.25141], [3.61055, -2.34325, -2.57833], [2.60583, -3.46536, -3.48007], [2.92147, -3.76259, -1.77770], [2.70910, 0.39653, 0.37413], [3.07384, 0.09789, -1.30889], [4.16744, -1.45965, 1.11781], [5.06245, -0.39932, 0.04050], [4.47974, -1.94884, -0.54848]], "nbo_charge": [1.0038, -0.5826, 0.8319, -0.5874, -0.1850, -0.5364, -0.2030, 0.7366, -0.5050, -0.7410, 0.5350, 0.2594, 0.2631, 0.2451, 0.2480, -0.2425, 0.3291, 0.3150, -0.2674, 0.3225, -0.3056, -0.3841, 0.2629, 0.3710, -0.2716, 0.2802, -0.2500, -0.4104, -0.2818, -0.0413, -0.0603, -0.5474, 0.2134, 0.2428, 0.2366, 0.2379, 0.2606, 0.2465, 0.2529, -0.6192, -0.7365, 1.1884, -0.7297, -0.6160, -0.7175, -0.6153, 0.2452, 0.2160, 0.2325, 0.2586, 0.2363, 0.2465, 0.2506, 0.2207, 0.2477, 0.2178, 0.2397, 0.2539, 0.2174, 0.2479, 0.2230], "s_squared": 0.81, "charge": 2, "multiplicity": 2}


{"formula": "C4H5ClO", "method": "ωB97M-V/def2-TZVPD", "species": ["C", "C", "Cl", "C", "C", "O", "H", "H", "H", "H", "H"], "xyz": [[-2.06386, 0.06554, -0.43000], [-0.84295, -0.09960, -0.00353], [-0.49189, 0.10036, 1.76213], [0.32487, -0.64786, -0.77350], [1.42203, 0.34977, -0.87329], [2.31624, 0.11725, -1.71384], [-2.40714, -0.06155, -1.45468], [-2.85043, 0.49457, 0.26838], [0.71849, -1.61578, -0.42224], [-0.12133, -0.75916, -1.78675], [1.45204, 1.29067, -0.36827]], "nbo_charge": [-0.4132, 0.0267, -0.0608, -0.5680, 0.4156, -0.5163, 0.2217, 0.2267, 0.2653, 0.2543, 0.1478], "smiles": "C=C(Cl)CC=O", "charge": 0}


{"formula": "C28H27Br2N3ORhS", "method": "ωB97M-V/def2-TZVPD", "species": ["Rh", "Br", "C", "C", "C", "C", "C", "C", "C", "C", "C", "C", "H", "H", "H", "H", "H", "H", "C", "C", "C", "C", "C", "Br", "N", "C", "H", "H", "H", "H", "H", "H", "C", "C", "N", "C", "C", "C", "S", "N", "C", "O", "C", "C", "C", "C", "C", "C", "H", "H", "H", "H", "H", "H", "H", "H", "H", "H", "H", "H", "H", "H", "H"], "xyz": [[-0.19476, -0.68623, 0.16480], [0.18864, -2.64433, 2.16360], [1.82054, -3.17313, 1.27540], [2.59734, -4.11603, 1.89950], [3.77744, -4.55373, 1.28980], [4.13504, -4.07203, 0.05930], [3.33974, -3.11643, -0.60610], [3.68764, -2.65533, -1.89110], [2.91314, -1.73633, -2.54260], [1.79424, -1.18913, -1.90280], [1.42004, -1.59673, -0.64180], [2.15724, -2.61203, 0.02230], [2.30594, -4.51163, 2.85960], [4.39364, -5.28043, 1.79180], [5.04274, -4.41333, -0.41960], [4.57374, -3.05983, -2.35190], [3.15914, -1.41623, -3.54080], [1.21994, -0.44063, -2.43060], [-1.04176, -5.53013, -2.59390], [-1.32016, -4.07413, -2.39450], [-1.81036, -3.26103, -3.41800], [-2.06716, -1.91693, -3.17900], [-1.75646, -1.45173, -1.92190], [-0.91096, 1.33667, -1.55240], [-1.25176, -2.18283, -0.97020], [-1.06476, -3.49393, -1.15880], [-1.28366, -5.84023, -3.60540], [-1.62996, -6.12493, -1.89840], [0.00994, -5.74303, -2.40900], [-1.99316, -3.67783, -4.39980], [-2.46086, -1.26983, -3.94140], [-0.69866, -4.08603, -0.33000], [2.45664, 2.86577, -0.86120], [2.44484, 3.10817, 0.64620], [1.09014, 3.21527, 1.14650], [0.37044, 4.48537, 1.06680], [1.23624, 5.71407, 0.84540], [0.37274, 2.14347, 1.44540], [1.19614, 0.58537, 1.51970], [-0.88236, 2.29367, 1.77370], [-1.89576, 1.42377, 1.73230], [-1.82596, 0.25737, 1.29910], [-3.19556, 2.03417, 2.07640], [-4.37346, 1.43297, 1.62950], [-5.57846, 2.09247, 1.78710], [-5.62096, 3.33147, 2.40940], [-4.45496, 3.91507, 2.88310], [-3.24366, 3.27237, 2.71980], [1.93734, 3.66417, -1.38500], [1.96074, 1.92877, -1.09990], [3.47944, 2.81007, -1.22040], [2.97114, 4.02987, 0.88240], [2.94974, 2.28587, 1.16170], [-0.18686, 4.59817, 2.00060], [-0.36326, 4.40297, 0.25730], [1.96284, 5.85137, 1.64370], [0.58114, 6.58197, 0.84550], [1.74744, 5.68457, -0.11330], [-4.32236, 0.47607, 1.12980], [-6.48676, 1.64837, 1.40830], [-6.56126, 3.85237, 2.50870], [-4.48776, 4.87947, 3.36540], [-2.32946, 3.72447, 3.06960]], "nbo_charge": [0.6891, 0.2308, -0.0673, -0.2385, -0.1891, -0.1650, -0.0621, -0.1818, -0.1958, -0.2790, -0.0947, -0.0859, 0.2364, 0.2322, 0.2269, 0.2218, 0.2245, 0.2266, -0.6412, 0.0029, -0.1185, -0.3151, 0.5816, -0.2143, -0.4665, 0.0728, 0.2363, 0.2457, 0.2464, 0.2570, 0.2753, 0.2387, -0.6207, -0.2222, -0.3739, -0.2139, -0.6266, 0.4071, -0.0450, -0.6595, 0.6861, -0.7129, -0.0896, -0.1755, -0.2201, -0.1778, -0.2188, -0.1643, 0.2071, 0.2161, 0.2246, 0.2182, 0.2310, 0.2262, 0.2064, 0.2149, 0.2351, 0.2097, 0.2217, 0.2182, 0.2205, 0.2203, 0.2280], "charge": 1}


In the order shown, the computed DFT total energy values come out to -1205.1987, -2580.0774, -690.7993, -6979.1536 Ha.